Record 1
Density functional theory data (the ωB97M-V functional and the def2-TZVPD basis) for a 2-piece molecular cluster, C2H8O2 overall at a distorted geometry.

The value obtained for the max |F| is 1.4 eV Å⁻¹. The energy above the lowest of the compared OMol25 structures with the same formula, charge and spin is 77.78 kJ/mol. The gap between HOMO and LUMO comes out at 0.408 hartree. Its SMILES is CO.CO.

Structure (XYZ):
```
12
C2H8O2 (the ωB97M-V functional and the def2-TZVPD basis)
C 1.2128 1.9012 1.5571
O 0.5595 1.0711 0.6414
H 0.9316 1.7346 2.5996
H 2.3123 1.8018 1.5324
H 1.0626 2.9346 1.2497
H 0.9182 0.1951 0.5613
C -1.4163 -1.2243 -1.5131
O -0.3186 -1.7566 -0.7310
H -2.3077 -1.1392 -0.8967
H -1.5356 -1.8061 -2.4297
H -1.0727 -0.2332 -1.8105
H -0.6811 -2.2689 -0.0241
```

***

Record 2
Density functional theory data (the ωB97M-V functional and the def2-TZVPD basis) for a 2-piece molecular cluster, C2H8O2S overall at a distorted geometry.

The value obtained for the max |F| is 3.2 eV Å⁻¹. The energy above the lowest of the compared OMol25 structures with the same formula, charge and spin is 146.94 kJ/mol. The gap between HOMO and LUMO comes out at 0.348 hartree. Its SMILES is COCS.O.

Structure (XYZ):
```
13
C2H8O2S (the ωB97M-V functional and the def2-TZVPD basis)
C 0.0000 0.0000 0.0000
O -0.4859 -1.0459 -0.8852
C -1.0956 -0.5715 -2.0060
S 0.0307 0.2637 -3.1842
H 0.4499 -0.4817 0.8844
H -0.8374 0.6358 0.3335
H 0.7606 0.6412 -0.4764
H -1.5979 -1.4158 -2.5163
H -1.8444 0.2322 -1.8687
H 0.6800 1.0351 -2.2866
O 1.6293 0.8173 1.4183
H 2.4061 1.0263 1.9850
H 1.3402 -0.0758 1.7133
```

***

Record 3
Density functional theory data (the ωB97M-V functional and the def2-TZVPD basis) for one molecule with the formula C2H8O3Si at a distorted geometry.

The value obtained for the max |F| is 5.4 eV Å⁻¹. The energy above the lowest of the compared OMol25 structures with the same formula, charge and spin is 24.19 kJ/mol. The gap between HOMO and LUMO comes out at 0.394 hartree. Its SMILES is CO[SiH](O)OC.

Structure (XYZ):
```
14
C2H8O3Si (the ωB97M-V functional and the def2-TZVPD basis)
C 1.5072 0.4575 -1.7717
O 0.5122 0.5442 -0.7215
Si -0.8049 -0.2879 -0.3436
O -2.2121 0.1402 -1.0192
O -1.0503 -0.0102 1.4190
C -0.0171 -0.0888 2.3040
H 1.3720 1.3913 -2.4833
H 1.2014 -0.5205 -2.3340
H 2.3906 0.4177 -1.1830
H -0.4782 -1.6275 -0.7957
H -3.0088 -0.3194 -0.7257
H -0.0376 -0.9658 2.9613
H -0.2535 0.8344 2.9848
H 0.8790 0.0348 1.7085
```

***

Record 4
Density functional theory data (the ωB97M-V functional and the def2-TZVPD basis) for a 2-piece molecular cluster, C2H8OP2 overall at a distorted geometry.

The value obtained for the max |F| is 3.7 eV Å⁻¹. The energy above the lowest of the compared OMol25 structures with the same formula, charge and spin is 101.30 kJ/mol. The gap between HOMO and LUMO comes out at 0.355 hartree. Its SMILES is C[PH]#[PH2].C=O.

Structure (XYZ):
```
13
C2H8OP2 (the ωB97M-V functional and the def2-TZVPD basis)
C -2.2028 -0.4321 -0.1137
P -0.5178 0.3103 0.0844
P 0.2186 -0.1164 -1.9334
H -2.6001 -0.0886 -1.1201
H -2.3466 -1.5343 0.2059
H -2.8788 0.0377 0.6015
H -1.0333 1.4475 -0.4850
H 1.5612 0.3066 -1.5376
H 0.2866 -1.4604 -1.4755
C 2.3480 0.3694 1.3771
O 1.7650 0.5942 2.3873
H 2.1786 -0.4551 0.7899
H 3.2212 1.0212 1.2192
```